(1)
124
Properties=species:S:1:pos:R:3:lowdin_charge:R:1 method="wB97M-V/def2-TZVPD" de_lowest_ev=1.6409 homo_energy_ev=-8.49 e_lumo_ev=0.10
H -6.556 -2.401 -7.920 0.08
N 6.784 0.988 0.097 0.03
H 2.517 2.896 -0.152 0.09
C 4.697 1.227 -1.185 -0.18
N 2.963 -1.903 4.061 0.04
H 1.322 2.527 1.179 0.07
H 3.010 -4.512 -1.173 0.03
C -0.927 0.168 -0.462 -0.16
O 1.959 -2.673 1.498 -0.08
H 7.497 -0.816 -1.928 0.07
C -1.135 -1.095 0.363 -0.36
H 4.181 3.252 -2.875 0.09
H -0.982 -4.447 0.352 0.04
H -6.144 -1.009 -6.913 0.08
H 6.601 0.115 0.584 0.06
C 4.425 2.275 -3.325 -0.08
O -3.765 2.570 -0.424 -0.04
C 2.715 -0.471 3.769 -0.38
H 5.988 -0.687 -2.796 0.08
H -4.881 -2.566 -4.734 0.13
H -3.546 2.955 -1.281 0.07
H -0.519 2.736 -3.016 0.03
H -1.145 1.663 4.246 0.04
H 1.213 1.034 4.300 0.06
O -1.410 -0.610 -4.393 -0.05
H 3.792 2.268 -4.209 0.10
C 5.813 0.608 5.451 -0.11
H 2.791 0.171 -3.140 0.00
H 5.497 2.322 -3.521 0.09
O -6.626 -2.739 -5.877 -0.18
O 0.324 0.816 -0.243 -0.21
H 1.997 6.147 1.535 0.13
H -5.044 -1.853 3.319 0.07
H -4.717 2.417 -0.457 0.07
N -0.694 -0.883 1.785 0.04
H 5.993 -1.389 -1.205 0.08
C 0.249 4.939 1.059 -0.46
H -0.308 6.442 -0.419 0.08
O -4.361 -2.533 3.366 -0.04
H 3.850 1.385 4.116 0.12
H -0.664 -1.147 -4.681 0.04
N -5.723 -2.516 -2.300 0.03
H 0.545 2.849 -1.931 0.01
C 4.039 0.309 3.998 -0.21
O 4.698 -0.201 5.139 -0.19
H 6.723 1.537 -1.901 0.12
O 2.753 -3.586 -1.188 -0.07
C 6.438 -0.590 -1.803 -0.05
H -1.116 -0.222 -3.564 -0.01
H 1.808 0.144 5.692 0.09
H -1.660 5.911 0.618 0.08
H -3.241 -0.539 0.702 0.08
H -6.163 -2.762 -1.421 0.06
O 2.587 4.208 1.372 -0.19
H -5.101 -5.106 0.932 0.05
H -2.056 3.594 1.938 0.01
H 6.641 0.476 4.749 0.09
O -1.364 1.351 3.363 -0.09
C -5.935 -2.281 -4.705 -0.21
C -2.655 -1.415 0.419 -0.02
H -3.240 2.949 1.187 0.00
C -8.008 -2.311 -3.170 -0.05
O -0.113 3.366 -2.412 -0.05
H -6.030 -1.191 -4.688 0.12
O -1.552 -2.253 4.043 -0.11
H -0.308 6.987 1.186 0.08
C 1.520 0.140 -0.580 -0.08
H -4.898 -3.124 -2.341 0.02
H 6.204 0.369 6.441 0.09
C 1.743 5.258 0.951 -0.20
O -2.895 3.135 2.088 -0.08
O -0.869 -4.769 -0.550 -0.04
H -1.612 0.948 -0.122 0.12
C 1.569 0.055 4.631 -0.05
H 2.354 -3.427 -0.318 -0.01
N -0.118 4.562 2.423 0.06
H 2.413 -0.342 2.729 0.11
H 1.702 0.152 -1.662 0.06
O 2.305 -0.592 -3.510 -0.08
H -8.775 -3.034 -3.466 0.07
C -0.594 6.118 0.584 -0.05
H -2.032 1.995 3.016 0.00
H 0.153 -0.316 1.760 0.07
O -3.233 -3.876 -2.048 -0.08
H -0.537 -1.932 -0.009 0.12
H -8.200 -2.038 -2.138 0.07
H -2.507 -2.178 3.942 -0.03
H -8.188 -1.577 -3.963 0.07
H 3.966 -2.075 4.037 0.08
H -4.694 -3.170 4.010 0.07
H 5.493 1.654 5.493 0.09
H 2.822 -2.104 5.048 0.09
H -4.992 -2.334 -7.090 0.09
H 0.047 4.096 0.388 0.12
H -1.197 -1.793 3.249 -0.03
H 1.064 -2.319 1.432 0.00
H 2.030 5.562 -0.066 0.13
H -3.052 -1.802 -0.520 0.07
C 6.188 0.832 -1.264 -0.41
H 0.677 -0.571 4.545 0.07
H 4.209 0.459 -0.585 0.12
H 0.546 3.803 2.567 0.06
H 2.207 -2.540 2.438 0.01
O -4.214 -4.748 0.824 -0.05
H 0.128 5.341 3.028 0.09
H -2.827 -2.174 1.182 0.05
H -0.307 -5.545 -0.463 0.05
H 2.437 0.546 -0.156 0.05
H 3.093 2.290 1.423 0.09
C -6.057 -2.097 -7.002 -0.13
O 4.034 1.265 -2.434 -0.24
H -6.622 -3.919 -3.522 0.13
C 2.324 2.879 0.926 -0.09
H -1.407 -0.175 1.958 0.05
C -6.587 -2.823 -3.449 -0.44
H 4.577 2.225 -0.757 0.12
H 4.641 0.312 3.079 0.12
H -4.173 -4.016 1.454 0.01
H -3.327 -4.363 -1.217 0.01
H 2.844 -1.357 -3.287 0.04
H 1.464 -0.920 -0.319 0.08
H 7.782 0.961 -0.096 0.07
H -2.281 -3.812 -2.184 0.03
H -1.063 0.004 -1.536 0.12


(2)
26
Properties=species:S:1:pos:R:3:lowdin_charge:R:1 method="wB97M-V/def2-TZVPD" total_charge=+1 smiles="C[N+]1=C[C@@H]1/C=N/POc1ccccc1" de_lowest_ev=3.3842 homo_energy_ev=-11.02 e_lumo_ev=-5.09
C -3.862 0.031 1.865 -0.07
H -1.308 -1.787 0.359 0.08
C 3.394 -0.269 0.614 0.13
C -3.036 -1.078 1.587 -0.10
H 4.102 0.407 0.216 0.16
C -2.363 -0.137 -0.474 -0.36
H -4.534 0.016 2.676 0.09
H 0.571 0.005 1.551 0.09
H -0.177 -0.244 -3.199 -0.01
H -2.967 -1.841 2.396 0.11
H -3.435 1.622 -1.104 0.12
H 1.422 1.431 2.253 0.09
C 2.562 -1.345 0.432 -0.12
H 3.001 -2.197 1.105 0.20
N 0.632 -0.929 -0.980 -0.12
C 1.666 -1.509 -0.765 -0.22
N 2.407 -0.225 1.387 0.04
P -0.578 -1.183 -2.187 0.95
C 1.399 0.404 2.108 0.04
C -3.312 0.903 -0.310 -0.02
H 2.001 -2.458 -1.117 0.12
C -4.015 0.986 0.841 -0.08
C -2.217 -1.191 0.482 -0.05
H 1.227 -0.111 3.158 0.17
H -4.878 1.614 0.855 0.11
O -1.651 -0.106 -1.580 -0.34